No. 1
{"formula": "C4H7ClO", "method": "wB97M-V/def2-TZVPD", "species": ["C", "C", "C", "C", "O", "Cl", "H", "H", "H", "H", "H", "H", "H"], "positions_angstrom": [[-0.61540, 1.02654, 0.81752], [-0.77007, 1.22181, -0.73632], [1.03852, -0.10496, -0.21880], [0.86145, -1.58949, -0.07153], [0.43618, 0.68349, -1.38023], [2.58992, 0.45779, 0.21318], [-0.02399, 1.74582, 1.26883], [-1.40238, 0.61170, 1.43626], [-1.65669, 0.72118, -1.26844], [-1.00296, 2.29276, -1.12098], [1.72875, -2.21071, -0.60876], [-0.15840, -2.01356, -0.42137], [0.91639, -1.91797, 0.91575]], "forces_ev_per_a": [[-3.677, 1.231, -2.382], [-1.837, 0.021, -0.390], [1.155, -0.273, -4.259], [-0.436, -1.268, -3.205], [1.019, -1.815, 4.141], [-0.048, 0.244, 0.027], [1.424, 1.024, 0.925], [0.019, -0.232, -0.308], [1.031, -0.004, 1.401], [1.223, -1.265, 1.141], [-1.806, 1.384, 0.750], [1.656, 1.058, 0.145], [0.278, -0.105, 2.014]], "nbo_charge": [-0.30, -0.16, 0.26, -0.72, -0.54, 0.02, 0.17, 0.19, 0.18, 0.21, 0.23, 0.24, 0.23], "energy_ev": -18825.50243, "lumo_ev": [1.0, -1.4], "spin_multiplicity": 3, "de_lowest_ev": 0.000}

***

No. 2
{"formula": "C20H23N2", "method": "wB97M-V/def2-TZVPD", "species": ["C", "C", "C", "N", "N", "C", "C", "H", "H", "H", "H", "H", "H", "H", "H", "H", "H", "C", "C", "C", "C", "C", "C", "C", "C", "C", "C", "C", "C", "C", "C", "C", "H", "H", "H", "H", "H", "H", "H", "H", "H", "H", "H", "H", "H"], "positions_angstrom": [[-2.82191, 1.27484, 2.73496], [-2.63135, -0.24393, 2.67980], [-1.19120, -0.53599, 2.28477], [-0.65000, 0.79798, 1.85578], [0.65829, 1.01727, 1.90329], [1.51064, 0.37447, 2.60845], [-1.52554, 1.93391, 2.30582], [-3.61494, 1.61769, 2.07172], [-3.06247, 1.58710, 3.75441], [-2.81932, -0.67751, 3.66612], [-3.29500, -0.72245, 1.95742], [-0.64736, -0.94193, 3.14603], [-1.05882, -1.24830, 1.45262], [2.55072, 0.71322, 2.56083], [1.26908, -0.45501, 3.29233], [-1.62493, 2.65427, 1.48470], [-1.04907, 2.47436, 3.13479], [-0.35052, 0.69640, -0.66694], [0.17904, 2.03985, -0.78947], [-0.67755, 3.16947, -0.68162], [-0.16960, 4.46052, -0.74427], [1.18784, 4.67408, -1.02391], [2.03675, 3.56885, -1.20024], [1.55283, 2.27048, -1.05056], [0.28319, -0.41421, -1.23390], [-0.26929, -1.68930, -1.32622], [0.42173, -2.83432, -1.84518], [-0.26846, -4.07100, -2.04128], [0.40283, -5.20428, -2.48926], [1.77634, -5.15381, -2.77981], [2.46726, -3.94195, -2.61905], [1.80822, -2.80428, -2.15898], [-1.37499, 0.58689, -0.30630], [-1.74667, 3.00603, -0.52932], [-0.83864, 5.30933, -0.58179], [1.58346, 5.69328, -1.08530], [3.08777, 3.73273, -1.44623], [2.24575, 1.42630, -1.10342], [1.26570, -0.24492, -1.67561], [-1.31321, -1.83090, -1.02648], [-1.33865, -4.10592, -1.84478], [-0.14375, -6.13889, -2.63056], [2.30221, -6.05143, -3.10907], [3.52835, -3.89741, -2.86406], [2.36523, -1.87159, -2.04018]], "forces_ev_per_a": [[-0.261, 0.382, -0.029], [-0.205, -0.656, -0.052], [0.516, 0.999, 0.292], [-1.658, -1.660, 0.480], [2.652, 1.426, 0.891], [-0.611, -0.196, -0.205], [1.163, -0.377, -0.240], [-0.200, -0.173, 0.172], [-0.124, 0.002, -0.241], [-0.170, -0.041, -0.288], [-0.199, 0.141, 0.201], [-0.014, 0.146, -0.191], [-0.115, 0.218, 0.233], [-0.430, -0.117, -0.048], [0.111, 0.173, -0.429], [-0.058, -0.213, 0.251], [0.087, -0.243, -0.173], [-0.829, 0.411, -0.969], [0.095, 0.308, -0.101], [0.256, -0.442, 0.237], [0.033, 0.073, -0.156], [-0.141, -0.461, 0.132], [-0.108, -0.002, 0.038], [-0.151, 0.209, 0.029], [0.176, -0.534, 0.261], [0.125, 0.927, 0.045], [0.378, -1.089, -0.436], [0.411, 0.561, 0.100], [0.098, 0.033, -0.110], [-0.401, 0.502, 0.336], [-0.192, 0.007, -0.002], [-0.163, -0.102, -0.053], [0.261, 0.080, -0.413], [0.323, 0.095, -0.087], [0.242, -0.288, -0.170], [-0.162, -0.452, -0.019], [-0.322, -0.087, 0.176], [-0.225, 0.394, -0.009], [-0.276, -0.150, 0.249], [0.302, 0.028, 0.048], [0.195, -0.072, 0.020], [0.158, 0.327, 0.075], [-0.176, 0.311, 0.046], [-0.285, 0.046, 0.123], [-0.106, -0.443, -0.017]], "nbo_charge": [-0.42, -0.42, -0.24, -0.25, -0.26, -0.13, -0.21, 0.22, 0.23, 0.23, 0.22, 0.20, 0.19, 0.20, 0.16, 0.21, 0.21, 0.11, -0.17, -0.13, -0.22, -0.14, -0.22, -0.08, -0.33, 0.06, -0.19, -0.11, -0.22, -0.12, -0.24, -0.07, 0.23, 0.22, 0.24, 0.24, 0.23, 0.21, 0.22, 0.22, 0.22, 0.24, 0.24, 0.23, 0.21], "energy_ev": -24084.09150, "lumo_ev": -5.2, "spin_multiplicity": 1, "total_charge": 1, "de_lowest_ev": 3.184}

***

No. 3
{"formula": "C33H72BCl3N4O6PS", "method": "wB97M-V/def2-TZVPD", "species": ["C", "C", "N", "C", "C", "Cl", "C", "C", "Cl", "C", "C", "C", "C", "C", "O", "B", "O", "O", "C", "Cl", "P", "O", "O", "S", "C", "O", "C", "C", "H", "H", "H", "H", "H", "H", "H", "H", "H", "H", "H", "H", "H", "H", "H", "H", "H", "H", "H", "H", "H", "H", "H", "H", "H", "H", "H", "C", "C", "N", "C", "C", "C", "C", "H", "H", "H", "H", "H", "H", "H", "H", "H", "H", "H", "H", "H", "H", "H", "C", "C", "N", "C", "C", "C", "C", "H", "H", "H", "H", "H", "H", "H", "H", "H", "H", "H", "H", "H", "H", "H", "C", "C", "N", "C", "C", "C", "C", "H", "H", "H", "H", "H", "H", "H", "H", "H", "H", "H", "H", "H", "H", "H"], "positions_angstrom": [[-0.80380, -2.75644, 1.99798], [-0.38329, -1.63285, 1.45044], [-1.02751, -0.35866, 1.81257], [-2.43023, -0.14172, 1.29343], [-2.60173, -0.60596, -0.14759], [-1.28851, -0.46686, -1.27031], [-3.72652, -1.21235, -0.54624], [-4.93853, -1.49955, 0.29215], [-3.89748, -1.73781, -2.17901], [-2.72820, 1.32589, 1.76886], [-3.91323, 2.00062, 1.02303], [-5.13055, 2.44899, 1.83810], [-5.99858, 1.31290, 2.40726], [-7.23538, 1.05343, 1.55618], [-7.82255, -0.22191, 1.78566], [-2.98892, 1.21068, 3.39239], [-2.79908, -0.04108, 3.93119], [-3.34972, 2.25987, 4.19296], [-1.32800, 2.03029, 1.50733], [-1.23808, 2.73897, -0.16374], [-0.95044, 3.47188, 2.63608], [0.08353, 4.40733, 1.85452], [-2.31649, 4.27337, 2.45226], [-0.40094, 3.02391, 4.41572], [-0.24050, 0.90618, 1.49652], [0.77475, 1.06503, 2.39407], [2.10042, 0.69325, 1.96083], [2.88045, 1.92952, 1.56616], [-1.63845, -2.77797, 2.69077], [-0.31178, -3.69230, 1.77519], [0.42089, -1.56622, 0.73465], [-1.04771, -0.36584, 2.84023], [-3.02558, -0.86142, 1.84617], [-4.70811, -1.63728, 1.34725], [-5.67874, -0.70870, 0.17810], [-5.41501, -2.40738, -0.07412], [-4.25312, 1.31822, 0.23999], [-3.55897, 2.88313, 0.49685], [-4.85956, 3.17238, 2.60223], [-5.74998, 3.01157, 1.13100], [-5.42624, 0.38473, 2.53899], [-6.33720, 1.60160, 3.41020], [-6.98049, 1.09716, 0.49262], [-7.98790, 1.81627, 1.77505], [-7.50264, -0.57706, 2.61953], [-3.15936, -0.12024, 4.82354], [-4.25925, 2.25648, 4.50838], [0.93750, 3.98220, 1.69657], [-2.35906, 5.00290, 3.08801], [0.16372, 0.81053, 0.49108], [2.56611, 0.20780, 2.81776], [2.05768, -0.04264, 1.15359], [2.82176, 2.65239, 2.38388], [2.50800, 2.37606, 0.64071], [3.93581, 1.68356, 1.44534], [0.99816, -0.56920, 10.59235], [0.31035, 0.03026, 9.37625], [0.44637, -0.78929, 8.18142], [0.05016, -0.10584, 6.96804], [-1.41885, 0.30577, 6.79972], [0.00617, -2.16884, 8.31005], [-1.44816, -2.42531, 8.72705], [2.04606, -0.78119, 10.37754], [0.95402, 0.13537, 11.42303], [0.52063, -1.49138, 10.92443], [0.76985, 0.99700, 9.15309], [-0.74041, 0.24106, 9.63210], [0.34281, -0.73482, 6.11946], [0.66234, 0.79838, 6.89075], [-2.05460, -0.55783, 6.58843], [-1.48536, 1.00137, 5.95957], [-1.80975, 0.80966, 7.68395], [0.65895, -2.66297, 9.03191], [0.20718, -2.66736, 7.35731], [-1.74933, -1.78406, 9.55639], [-1.55820, -3.45919, 9.05808], [-2.15058, -2.27092, 7.90796], [-0.49767, 1.82902, -3.65952], [0.35388, 2.75284, -4.51574], [1.76371, 2.40225, -4.48239], [2.62716, 3.42544, -5.05332], [2.49126, 3.73578, -6.54740], [2.07802, 1.03059, -4.85104], [1.63068, 0.53354, -6.23057], [-0.10241, 1.78964, -2.64411], [-1.52613, 2.19285, -3.61978], [-0.52981, 0.81381, -4.05786], [0.26848, 3.77183, -4.12775], [-0.06406, 2.77795, -5.53397], [3.66203, 3.14609, -4.83789], [2.44474, 4.34664, -4.49126], [2.92327, 2.95395, -7.17052], [3.02196, 4.66127, -6.77640], [1.45053, 3.87396, -6.84263], [1.64423, 0.36900, -4.09535], [3.15893, 0.90239, -4.75015], [0.60401, 0.82321, -6.45938], [1.67358, -0.55720, -6.25749], [2.27522, 0.90075, -7.02743], [5.56143, -5.39618, -8.94872], [5.51969, -3.89308, -8.72207], [4.28129, -3.44265, -8.10761], [4.10602, -2.00313, -8.14683], [5.08996, -1.12962, -7.35782], [3.92668, -4.09274, -6.85788], [4.92516, -4.01426, -5.69471], [4.69399, -5.72376, -9.52297], [6.46108, -5.65863, -9.50608], [5.58612, -5.95450, -8.01227], [5.59597, -3.38979, -9.68954], [6.41405, -3.59713, -8.15058], [3.08745, -1.77776, -7.81848], [4.14712, -1.70082, -9.19774], [4.90529, -1.17226, -6.28406], [4.98030, -0.08621, -7.66206], [6.12616, -1.41560, -7.54030], [3.73491, -5.14678, -7.07025], [2.96249, -3.68575, -6.54004], [5.94550, -4.21454, -6.02449], [4.67222, -4.76506, -4.94330], [4.91450, -3.04285, -5.20151]], "forces_ev_per_a": [[0.033, 0.167, 0.044], [0.044, -0.249, 0.065], [0.413, -0.060, -0.175], [-0.231, -0.391, -0.185], [0.093, 0.056, 0.124], [-0.001, 0.200, 0.097], [-0.061, -0.079, 0.113], [0.015, -0.098, -0.232], [-0.022, 0.065, 0.020], [0.814, -0.109, 0.210], [-0.158, 0.048, 0.221], [-0.280, -0.037, -0.394], [0.056, 0.368, 0.426], [-0.039, -0.361, 0.139], [0.185, -0.085, -0.072], [0.179, 0.033, 0.052], [-0.520, -0.075, -0.356], [-0.620, -0.193, -0.300], [-0.184, 0.189, -0.458], [-0.115, -0.052, 0.013], [0.351, 0.002, 0.433], [-0.238, -0.301, -0.185], [0.422, 0.065, -0.144], [-0.122, 0.044, -0.199], [0.290, 0.342, -0.163], [-0.156, -0.252, 0.118], [0.315, 0.065, 0.072], [-0.028, -0.020, 0.217], [0.067, -0.004, 0.034], [-0.053, 0.019, -0.097], [-0.038, 0.083, 0.008], [-0.485, 0.092, 0.021], [-0.128, 0.271, 0.214], [-0.034, 0.095, 0.009], [-0.017, 0.061, 0.109], [0.061, -0.030, 0.062], [0.007, -0.016, 0.003], [0.136, -0.066, 0.046], [0.164, -0.056, -0.049], [-0.024, 0.008, 0.077], [0.020, -0.007, -0.176], [-0.036, -0.154, -0.006], [-0.045, 0.086, 0.021], [0.115, 0.146, -0.195], [-0.117, 0.052, 0.065], [0.427, 0.080, 0.186], [0.053, 0.030, 0.214], [0.103, 0.125, 0.162], [-0.169, -0.016, 0.032], [-0.261, -0.163, -0.100], [-0.069, 0.022, 0.019], [-0.093, 0.077, -0.036], [-0.024, 0.027, -0.059], [0.030, -0.032, 0.000], [-0.040, -0.004, -0.161], [0.015, 0.027, 0.005], [-0.005, -0.013, 0.043], [-0.065, 0.018, -0.004], [0.110, 0.011, -0.071], [0.020, 0.026, -0.100], [0.021, -0.123, 0.027], [0.011, -0.032, -0.041], [-0.006, -0.021, -0.011], [0.006, 0.001, -0.002], [-0.007, 0.000, -0.001], [-0.019, 0.004, -0.024], [0.001, -0.006, -0.009], [-0.018, -0.015, 0.011], [-0.021, 0.013, 0.039], [-0.003, -0.040, 0.111], [-0.058, -0.006, 0.116], [0.016, -0.009, 0.010], [0.008, 0.048, 0.026], [-0.019, 0.037, -0.022], [0.012, -0.005, 0.012], [-0.003, -0.001, -0.006], [-0.010, 0.050, 0.022], [-0.006, 0.056, -0.067], [-0.018, -0.033, -0.038], [0.005, 0.011, 0.029], [0.071, 0.094, 0.036], [0.048, 0.001, -0.004], [-0.004, -0.148, 0.029], [0.082, -0.056, -0.003], [0.025, -0.012, 0.016], [0.010, 0.004, 0.025], [-0.005, -0.001, -0.008], [0.017, 0.010, -0.024], [0.014, -0.013, -0.002], [-0.009, -0.036, -0.006], [-0.051, -0.013, 0.002], [-0.038, -0.018, 0.001], [0.001, 0.001, 0.001], [-0.003, 0.002, 0.007], [-0.045, 0.044, 0.015], [0.011, 0.060, -0.045], [-0.002, 0.016, 0.020], [0.008, -0.001, 0.005], [-0.058, 0.039, -0.025], [0.010, 0.005, -0.033], [0.021, -0.034, 0.021], [0.035, 0.012, 0.033], [-0.059, 0.129, -0.092], [-0.074, 0.058, 0.039], [-0.063, -0.090, 0.052], [-0.051, 0.007, 0.038], [-0.015, 0.000, 0.021], [-0.004, -0.001, -0.006], [0.002, 0.003, 0.005], [0.001, 0.029, 0.014], [-0.006, 0.004, 0.001], [0.000, -0.044, 0.030], [0.050, -0.049, -0.012], [0.037, -0.042, 0.001], [-0.002, -0.005, -0.016], [0.000, -0.008, -0.001], [0.034, -0.001, -0.039], [0.020, 0.048, -0.006], [-0.003, -0.014, -0.007], [-0.002, 0.000, 0.000], [0.047, 0.016, -0.041]], "lowdin_charge": [0.11, -0.12, 0.02, -0.19, -0.61, 0.78, -0.72, -0.08, 0.73, -0.21, -0.13, -0.18, -0.18, -0.26, -0.06, -0.69, 0.15, 0.11, -0.61, 0.78, 0.21, -0.20, -0.15, 0.48, -0.36, -0.14, -0.20, -0.05, 0.09, 0.09, 0.11, 0.17, 0.12, 0.08, 0.07, 0.09, 0.12, 0.08, 0.10, 0.13, 0.10, 0.12, 0.12, 0.13, 0.08, 0.11, 0.12, 0.06, 0.11, 0.10, 0.13, 0.12, 0.09, 0.09, 0.09, -0.09, -0.27, -0.20, -0.25, -0.08, -0.25, -0.08, 0.08, 0.08, 0.07, 0.12, 0.10, 0.11, 0.11, 0.05, 0.00, 0.08, 0.10, 0.11, 0.07, 0.07, 0.05, -0.13, -0.27, -0.20, -0.25, -0.08, -0.25, -0.08, 0.02, 0.08, 0.06, 0.12, 0.11, 0.11, 0.11, 0.06, 0.07, 0.07, 0.10, 0.11, 0.07, 0.06, 0.05, -0.09, -0.27, -0.20, -0.25, -0.08, -0.25, -0.08, 0.08, 0.07, 0.06, 0.12, 0.10, 0.09, 0.11, 0.05, 0.07, 0.07, 0.10, 0.11, 0.07, 0.07, 0.05], "energy_ev": -111998.38417, "lumo_ev": -2.3, "spin_multiplicity": 1, "total_charge": 1, "de_lowest_ev": 0.000}

***

- Which formula does entry 1 have?
  C4H7ClO

***

- Number 2 is which compound?
  C20H23N2